C8H17N2 | ωB97M-V with the def2-TZVPD basis set

Calculated values
Multiplicity: 1
Kohn-Sham gap (Ha): 0.376
Energy relative to the best compared isomer or geometry (same formula, charge and spin) (eV): 1.505
Maximum force (eV Å⁻¹): 4.49
E_LUMO (eV): -3.11
Total energy (eV): -11544.6896
Total charge: +1

Geometry (Å):
C  -0.573  1.429  -0.163
C  -0.771  -0.766  -0.260
C  0.736  -0.405  -0.359
C  -1.202  -1.619  0.968
C  1.316  -0.519  -1.701
C  1.632  -1.196  0.622
C  1.736  1.747  0.520
C  -2.875  0.899  -0.184
N  0.666  1.031  -0.017
N  -1.470  0.484  -0.331
H  -0.799  2.480  0.049
H  -1.056  -1.361  -1.184
H  -1.177  -0.947  1.742
H  -0.572  -2.410  1.133
H  -2.228  -1.931  0.915
H  2.250  0.052  -1.717
H  0.681  -0.079  -2.419
H  1.519  -1.607  -1.987
H  2.680  -0.805  0.682
H  1.745  -2.172  0.379
H  1.384  -1.120  1.710
H  2.294  2.212  -0.344
H  1.235  2.586  1.029
H  2.421  1.123  1.163
H  -2.752  1.808  0.539
H  -3.429  0.202  0.350
H  -3.389  0.883  -1.134